{
  "formula": "C29H27F3N6O4PReS",
  "method": "ωB97M-V/def2-TZVPD",
  "symbols": ["Re", "N", "C", "C", "C", "C", "C", "C", "P", "C", "C", "C", "C", "C", "C", "C", "C", "C", "C", "C", "C", "H", "H", "H", "H", "H", "H", "H", "H", "H", "H", "H", "H", "H", "H", "H", "H", "N", "C", "O", "C", "C", "C", "C", "N", "C", "H", "H", "H", "H", "H", "H", "N", "C", "C", "N", "C", "C", "N", "H", "H", "H", "H", "H", "F", "C", "F", "F", "S", "O", "O", "O"],
  "positions_angstrom": [[0.52720, -0.02996, -1.09897], [2.66191, 0.00060, -0.79692], [3.20971, -0.04474, 0.57746], [4.57980, -0.09393, 0.75487], [5.07892, -0.19097, 2.04664], [4.21337, -0.26025, 3.13494], [2.84361, -0.21542, 2.93932], [2.33235, -0.08459, 1.64519], [0.57288, -0.04354, 1.33325], [-0.19843, 1.40131, 2.04179], [-1.57361, 1.59333, 1.84020], [-2.21281, 2.67231, 2.42461], [-1.48258, 3.56473, 3.20587], [-0.11989, 3.38213, 3.39682], [0.53253, 2.30423, 2.81397], [-0.11640, -1.52539, 2.05482], [0.57352, -2.72948, 1.86619], [0.06003, -3.90228, 2.38850], [-1.13833, -3.88506, 3.09400], [-1.81925, -2.69334, 3.29010], [-1.31539, -1.51045, 2.77358], [3.00675, -0.83004, -1.28931], [3.07901, 0.78497, -1.30177], [5.25536, -0.06881, -0.09212], [6.14870, -0.22745, 2.20198], [4.61021, -0.35875, 4.13609], [2.17077, -0.29422, 3.78507], [-2.14937, 0.89583, 1.24173], [-3.27559, 2.81624, 2.28427], [-1.98226, 4.40478, 3.67000], [0.44041, 4.07782, 4.00690], [1.59654, 2.17981, 2.96290], [1.51742, -2.75342, 1.33355], [0.59915, -4.83080, 2.25809], [-1.53727, -4.80550, 3.49848], [-2.74196, -2.68216, 3.85337], [-1.84610, -0.58628, 2.95682], [-5.45200, -2.63299, -0.64462], [-4.24817, -2.18117, -0.26780], [-3.65985, -2.52526, 0.73609], [-3.55542, -1.16302, -1.16740], [-4.05478, -0.55861, -2.31099], [-3.27282, 0.36022, -3.01533], [-2.00900, 0.63540, -2.57491], [-1.50340, 0.04241, -1.45086], [-2.28262, -0.82703, -0.75845], [-5.90684, -3.31210, -0.05215], [-5.93370, -2.34590, -1.47725], [-5.05389, -0.77029, -2.67122], [-3.64817, 0.84870, -3.90351], [-1.36173, 1.32172, -3.10119], [-1.88217, -1.28238, 0.14181], [1.85642, 3.87113, -4.50263], [1.31172, 3.56252, -3.32330], [1.25544, 2.23913, -2.84381], [0.70790, 1.98615, -1.63945], [0.21463, 2.99820, -0.90585], [0.27008, 4.28803, -1.42852], [0.79800, 4.57320, -2.59909], [2.27149, 3.18678, -5.11083], [1.87524, 4.83941, -4.78652], [1.62511, 1.40332, -3.42170], [-0.20044, 2.78356, 0.06264], [-0.13423, 5.11425, -0.85543], [2.92339, -3.08109, -2.40328], [1.89746, -3.37148, -3.19374], [2.19932, -3.14159, -4.44624], [1.47820, -4.58867, -2.99305], [0.51508, -2.19578, -2.74623], [0.56009, -2.08225, -1.19596], [1.01376, -0.81074, -3.08971], [-0.71498, -2.61511, -3.29183]],
  "forces_ev_per_a": [[-0.418, 0.207, -0.122], [0.155, -0.093, 0.047], [0.055, 0.042, -0.240], [0.012, -0.008, 0.086], [-0.020, 0.001, 0.011], [0.010, -0.004, -0.013], [0.049, -0.007, -0.017], [0.027, 0.074, 0.195], [0.115, -0.671, -0.199], [-0.143, 0.037, -0.062], [-0.013, 0.058, -0.012], [0.072, 0.008, 0.013], [-0.052, -0.001, -0.014], [0.066, -0.004, 0.000], [-0.018, 0.135, -0.065], [-0.133, 0.006, 0.043], [-0.009, -0.056, -0.029], [0.035, -0.004, -0.021], [-0.012, 0.022, -0.004], [0.015, -0.006, 0.034], [0.049, -0.016, 0.055], [0.098, 0.052, -0.010], [0.018, 0.019, 0.050], [-0.004, 0.003, -0.002], [-0.002, -0.007, 0.011], [0.009, 0.005, -0.004], [-0.003, 0.015, -0.004], [0.014, 0.031, 0.026], [0.001, -0.001, -0.001], [0.003, 0.000, -0.001], [-0.008, -0.001, 0.005], [0.004, -0.029, 0.013], [-0.001, 0.016, 0.009], [-0.004, 0.000, -0.007], [0.012, 0.001, 0.014], [-0.003, 0.009, -0.021], [0.016, -0.044, 0.020], [0.102, 0.054, 0.053], [-0.143, 0.020, -0.135], [0.005, -0.032, 0.082], [-0.055, -0.074, 0.033], [-0.080, 0.064, -0.070], [-0.097, -0.019, -0.010], [0.050, -0.147, 0.258], [-0.188, 0.022, -0.026], [0.112, 0.229, -0.108], [-0.003, 0.005, -0.001], [0.015, -0.012, -0.014], [0.010, -0.011, -0.011], [-0.013, -0.017, -0.001], [0.033, 0.020, -0.003], [0.015, -0.041, -0.061], [-0.023, -0.026, 0.084], [0.112, 0.158, -0.299], [-0.090, -0.003, 0.194], [0.156, 0.053, -0.023], [0.097, 0.042, -0.161], [-0.002, 0.140, -0.028], [-0.053, -0.146, 0.159], [-0.004, 0.004, -0.002], [-0.008, -0.002, -0.001], [-0.002, -0.002, -0.011], [-0.059, -0.021, 0.080], [0.004, 0.008, 0.000], [0.053, 0.060, 0.038], [-0.034, -0.009, -0.005], [-0.020, -0.061, -0.004], [0.033, 0.005, -0.016], [0.153, 0.203, 0.358], [-0.042, 0.118, -0.298], [-0.079, -0.309, 0.180], [0.052, -0.060, -0.018]],
  "e_above_lowest_kj_mol": 0.0,
  "multiplicity": 2,
  "energy_ev": -78023.7245,
  "charge": 3,
  "e_homo_ev": [-16.83, -16.83]
}